No. 1
{
  "formula": "C2HClN3O",
  "method": "the ωB97M-V functional and the def2-TZVPD basis",
  "symbols": ["C", "C", "N", "N", "N", "O", "Cl", "H"],
  "positions_angstrom": [[2.4571, -0.0105, 0.0083], [0.0648, 1.1627, -1.0105], [2.0124, -0.3377, -1.0494], [1.2274, -0.3937, -1.9847], [0.2652, 1.4732, 0.0936], [0.1641, 0.6626, -2.0779], [3.6958, 0.0784, 0.9906], [-0.2316, 1.9596, 0.9559]],
  "forces_ev_per_a": [[0.110, -1.620, -0.384], [-0.744, 1.136, 1.818], [-0.435, 2.054, 0.854], [1.448, -4.383, -2.211], [-1.702, 2.234, 3.473], [-0.926, 1.420, -1.921], [0.719, 0.707, 0.793], [1.530, -1.548, -2.421]],
  "total_charge": 1,
  "homo_energy_ev": [-13.96, -13.96],
  "lumo_ev": [-6.23, -6.23],
  "e_tot_ha": -775.97547
}

No. 2
{
  "formula": "C2HClNOS2",
  "method": "the ωB97M-V functional and the def2-TZVPD basis",
  "symbols": ["O", "C", "Cl", "N", "C", "S", "S", "H"],
  "positions_angstrom": [[-1.4898, -1.7816, 0.5863], [-0.0772, -0.9867, 1.2029], [0.6946, -1.8135, 2.4370], [0.3531, 0.0988, 0.7063], [0.0919, 0.7899, -0.3216], [-0.1356, 2.4552, -0.3682], [0.6697, 0.0799, -1.9199], [-0.1067, 1.1580, -2.3229]],
  "forces_ev_per_a": [[5.830, 3.266, 2.731], [-6.550, -2.435, -4.151], [0.595, -0.296, 0.770], [0.103, -2.345, 3.183], [1.537, 2.017, -2.510], [-0.754, -0.306, 0.370], [-1.676, 1.020, 0.343], [0.915, -0.920, -0.735]],
  "total_charge": -1,
  "homo_energy_ev": [-4.56, -4.56],
  "lumo_ev": [3.21, 3.22],
  "smiles": "[O-]/C(Cl)=N\\C(=S)S",
  "e_tot_ha": -1463.31121
}

No. 3
{
  "formula": "C2HClO2",
  "method": "the ωB97M-V functional and the def2-TZVPD basis",
  "symbols": ["C", "C", "O", "O", "Cl", "H"],
  "positions_angstrom": [[-0.9640, -0.2102, -0.5263], [0.9304, 0.2929, 0.2970], [-1.2615, 0.4322, -1.4703], [1.6673, 0.9529, -0.3390], [1.0846, -0.4903, 1.8169], [-1.4568, -0.9775, 0.2217]],
  "forces_ev_per_a": [[2.409, 1.367, 1.426], [-3.039, -0.367, -3.049], [-0.172, -1.561, 1.350], [-0.048, -0.369, 1.023], [0.477, -0.179, 0.852], [0.373, 1.110, -1.601]],
  "homo_energy_ev": -9.02,
  "lumo_ev": -0.10,
  "e_tot_ha": -687.39976
}

No. 4
{
  "formula": "C2HF2HgO",
  "method": "the ωB97M-V functional and the def2-TZVPD basis",
  "symbols": ["F", "F", "Hg", "C", "C", "O", "H"],
  "positions_angstrom": [[0.6392, 0.5715, 0.6879], [-1.2425, 0.2292, 0.6279], [0.3384, 4.4844, 1.5338], [0.0535, -1.2932, -0.9712], [-0.1279, -0.5051, 0.3405], [-0.6963, -2.1986, -0.7469], [1.0356, -1.2882, -1.4719]],
  "forces_ev_per_a": [[2.262, -4.038, -0.478], [-0.184, -5.561, -0.814], [0.025, 0.385, 0.123], [-0.143, -3.898, 3.379], [-1.130, 13.088, 1.224], [-0.530, -0.617, -2.804], [-0.301, 0.642, -0.630]],
  "total_charge": 2,
  "homo_energy_ev": [-20.27, -20.97],
  "lumo_ev": [-13.14, -13.20],
  "multiplicity": 2,
  "e_tot_ha": -504.22182
}

No. 5
{
  "formula": "C2HF2NO3",
  "method": "the ωB97M-V functional and the def2-TZVPD basis",
  "symbols": ["C", "C", "N", "O", "O", "O", "F", "F", "H"],
  "positions_angstrom": [[-1.3131, 0.7313, 0.2036], [0.3988, 0.1678, -0.5005], [0.8401, -0.9898, 0.3760], [-1.5523, 0.1420, 1.1914], [1.6872, -0.8190, 1.2102], [0.3004, -2.0371, 0.1480], [0.1888, -0.0479, -1.7453], [1.1573, 1.2756, -0.4234], [-1.7073, 1.5772, -0.4599]],
  "forces_ev_per_a": [[4.341, -1.687, -0.959], [-4.024, 3.644, 2.671], [1.085, -0.270, -0.938], [-1.558, 1.084, -0.165], [0.097, 0.940, 0.311], [-0.895, -0.295, -0.459], [0.353, -1.697, -2.091], [0.730, -0.773, 0.547], [-0.129, -0.946, 1.084]],
  "homo_energy_ev": -10.24,
  "lumo_ev": -0.44,
  "e_tot_ha": -556.84258
}

No. 6
{
  "formula": "C2HF2O3S",
  "method": "the ωB97M-V functional and the def2-TZVPD basis",
  "symbols": ["O", "C", "C", "F", "S", "O", "O", "F", "H"],
  "positions_angstrom": [[0.9185, 1.5122, -0.8583], [0.1517, 0.8330, -0.2215], [-1.1470, 1.0203, 0.1510], [-1.8520, 2.2283, -0.1461], [-1.9710, -0.3337, 0.8311], [-2.8732, 0.0232, 1.9010], [-1.0869, -1.4260, 1.1024], [-2.9811, -1.0030, -0.3806], [0.2529, -0.3132, -0.0677]],
  "forces_ev_per_a": [[1.535, 1.464, -0.405], [-0.830, -3.640, -0.844], [-2.519, 1.165, 0.498], [0.537, -1.842, 0.727], [-0.835, 0.460, 0.354], [-0.096, 0.066, -1.232], [0.065, -0.066, -0.369], [0.913, 1.024, 1.228], [1.231, 1.370, 0.042]],
  "total_charge": -1,
  "homo_energy_ev": -4.53,
  "lumo_ev": 3.90,
  "smiles": "O=CC(F)=[S@](=O)([O-])F",
  "e_tot_ha": -900.46794
}

No. 7
{
  "formula": "C2HF2O3S",
  "method": "the ωB97M-V functional and the def2-TZVPD basis",
  "symbols": ["C", "C", "O", "O", "O", "F", "F", "S", "H"],
  "positions_angstrom": [[-4.1013, 0.5304, -0.0629], [-1.9702, -0.5928, 0.2252], [-4.4901, 0.5868, 1.0200], [-4.1374, 0.7658, -1.2175], [0.6814, -0.3672, -1.0331], [-1.7997, -0.9878, 1.5149], [-2.5106, -1.7516, -0.4190], [-0.9702, 0.4155, -0.5854], [0.7928, -0.6296, -0.1078]],
  "forces_ev_per_a": [[0.197, 1.262, -2.477], [-1.052, -0.312, -1.145], [-0.364, -0.559, 2.493], [0.343, -0.631, 0.040], [-0.768, 0.299, 0.831], [0.249, -0.146, 0.315], [0.479, 0.646, 0.503], [0.163, -0.347, -0.229], [0.753, -0.213, -0.330]],
  "total_charge": -1,
  "homo_energy_ev": -3.66,
  "lumo_ev": 3.70,
  "e_tot_ha": -900.46964
}

No. 8
{
  "formula": "C2HF3I2",
  "method": "the ωB97M-V functional and the def2-TZVPD basis",
  "symbols": ["C", "C", "F", "F", "F", "I", "I", "H"],
  "positions_angstrom": [[0.4782, -0.4680, -0.3751], [-0.4651, 0.4638, 0.3308], [0.2237, -0.3288, -1.6279], [-0.4055, 1.7330, -0.0735], [-0.2283, 0.5275, 1.6308], [2.5291, 0.0050, 0.0583], [-2.3534, -0.4535, 0.0143], [0.2213, -1.4791, 0.0424]],
  "forces_ev_per_a": [[0.560, -0.653, 3.197], [-0.122, 0.604, 0.686], [-0.138, -0.266, -3.471], [-0.135, 0.087, -0.867], [0.171, -0.519, 1.162], [-0.058, -0.095, -0.042], [-1.040, 0.174, -0.005], [0.760, 0.667, -0.659]],
  "homo_energy_ev": -10.11,
  "lumo_ev": -0.21,
  "e_tot_ha": -971.76802
}

In the order shown, the computed ΔE to the lowest compared entry with this formula, charge and spin values come out to 109.11, 91.66, 39.43, 68.33, 23.35, 27.20, 26.13, 0.00 kcal/mol.
In the order shown, the computed M values come out to 118.50, 154.62, 92.48, 279.62, 125.03, 143.09, 143.09, 335.83 g/mol.